{
  "formula": "C36H54FN14O8PSc",
  "method": "wB97M-V/def2-TZVPD",
  "mol_weight_g_mol": 905.85,
  "spin_multiplicity": 1,
  "relative_energy_ev": 0.955,
  "homo_ev": -14.521,
  "charge": 3,
  "symbols": ["Sc", "O", "C", "C", "C", "C", "C", "C", "C", "N", "C", "C", "N", "H", "H", "H", "H", "H", "H", "H", "N", "C", "C", "C", "N", "C", "C", "N", "C", "H", "H", "H", "H", "H", "H", "H", "H", "H", "H", "H", "H", "H", "H", "H", "H", "N", "N", "H", "H", "H", "H", "F", "C", "C", "N", "C", "C", "O", "O", "C", "O", "N", "C", "O", "H", "H", "H", "H", "C", "C", "C", "C", "C", "N", "C", "O", "N", "C", "C", "C", "C", "N", "C", "C", "C", "H", "H", "H", "H", "H", "H", "H", "H", "H", "H", "H", "H", "H", "N", "C", "P", "O", "O", "C", "N", "H", "H", "H", "H", "H", "H", "H", "H", "H", "H"],
  "positions_angstrom": [[0.806378, -0.416582, 0.609023], [2.039920, -1.342997, 1.667539], [2.880467, -2.344680, 1.501060], [2.695439, -3.559157, 2.179713], [3.629716, -4.569989, 2.111762], [4.766528, -4.417853, 1.325218], [4.924233, -3.275509, 0.568534], [3.988889, -2.236946, 0.624872], [4.093676, -1.065675, -0.223753], [3.114485, -0.197185, -0.493130], [3.662863, 0.716683, -1.362079], [4.959436, 0.399855, -1.625023], [5.217793, -0.725847, -0.899930], [1.796177, -3.671057, 2.767746], [3.472414, -5.481778, 2.668183], [5.513958, -5.194851, 1.298989], [5.773253, -3.194515, -0.095621], [3.101493, 1.550922, -1.738678], [5.690068, 0.864917, -2.257427], [6.107597, -1.197221, -0.860561], [-2.164249, -5.570998, -1.217605], [-1.996416, -4.452044, -0.205819], [-2.845949, -3.236204, -0.587267], [-2.108435, -2.186302, -1.448245], [-1.527246, -1.105330, -0.631265], [-1.000703, -2.854400, -2.267340], [0.076349, -3.483654, -1.372711], [1.049100, -2.457512, -0.960005], [-0.526959, -4.087090, -0.089219], [-3.139722, -5.882918, -1.283414], [-1.587664, -6.379290, -0.957976], [-1.855765, -5.243063, -2.139750], [-2.355969, -4.858354, 0.741799], [-3.167243, -2.752958, 0.336801], [-3.750631, -3.563059, -1.105114], [-2.838518, -1.765835, -2.151830], [-2.078268, -0.997687, 0.222690], [-1.617638, -0.229822, -1.140416], [-0.530686, -2.107732, -2.903842], [-1.436724, -3.589403, -2.950517], [0.588793, -4.270982, -1.946631], [1.531264, -2.093158, -1.780726], [1.770347, -2.920071, -0.403086], [-0.455245, -3.315862, 0.681143], [0.064514, -4.940051, 0.244853], [2.768785, 2.919283, 1.450625], [2.372698, 1.554659, 1.692598], [3.224843, 2.951789, 0.540035], [3.464652, 3.222516, 2.135602], [1.882733, 1.507690, 2.590099], [3.189227, 0.944339, 1.766396], [1.422341, -4.580618, 5.864755], [1.262057, -3.317660, 5.474172], [0.045989, -2.874320, 5.119089], [-0.154489, -1.594660, 4.661120], [-1.442400, -1.181116, 4.154141], [-1.528858, -1.257800, 2.608649], [-2.645287, -1.007248, 2.081195], [-0.531589, -1.618471, 1.956262], [0.903206, -0.743813, 4.444932], [0.748523, 0.359887, 3.933324], [2.108639, -1.191944, 4.891992], [2.448638, -2.466600, 5.382562], [3.582568, -2.747071, 5.647248], [-0.818543, -3.518841, 5.185743], [-1.593344, -0.143275, 4.456137], [-2.234123, -1.793948, 4.585301], [2.900237, -0.574412, 4.760028], [-4.020552, 1.974865, -6.065551], [-3.313330, 2.844354, -5.073903], [-3.115587, 2.421604, -3.764236], [-2.518274, 3.249925, -2.831816], [-2.086329, 4.515560, -3.202709], [-1.533557, 5.385240, -2.211714], [-0.502178, 5.196481, -1.385454], [-0.384560, 5.843422, -0.331635], [0.550361, 4.347520, -1.704325], [0.514214, 3.063649, -2.282326], [0.388554, 2.808808, -3.641060], [0.376653, 1.483240, -4.041246], [0.462583, 0.482757, -3.087126], [0.584362, 0.708729, -1.776599], [0.637096, 1.986859, -1.408893], [-2.269178, 4.952974, -4.508038], [-2.873166, 4.117514, -5.431362], [-4.265966, 1.006802, -5.635081], [-3.422588, 1.824198, -6.963029], [-4.949967, 2.450161, -6.375818], [-3.463611, 1.443659, -3.456360], [-2.403145, 2.941653, -1.805465], [-2.136486, 6.144707, -1.918755], [1.257124, 4.412656, -0.984047], [0.298175, 3.613097, -4.353690], [0.294387, 1.227808, -5.086554], [0.443007, -0.550813, -3.400612], [0.763499, 2.185283, -0.352204], [-1.949606, 5.944238, -4.794374], [-3.027251, 4.469223, -6.441766], [-3.717785, 1.342535, 2.101644], [-2.690554, 2.156917, 2.777770], [-1.288461, 2.392143, 1.543570], [-1.916185, 2.921226, 0.313391], [-0.473211, 1.123704, 1.354792], [-0.404376, 3.686573, 2.571468], [0.526985, 4.583981, 1.868383], [-4.634578, 1.393797, 2.550632], [-3.369839, 0.309751, 2.079142], [-3.781852, 1.702870, 1.140567], [-2.380638, 1.699096, 3.712931], [-3.101763, 3.145369, 2.983692], [0.114335, 3.157298, 3.372356], [-1.201809, 4.284841, 3.011019], [1.401192, 4.035541, 1.614034], [0.792427, 5.347418, 2.494351], [0.083800, 5.075604, 0.993022]],
  "forces_ev_per_a": [[-0.61, 0.06, -1.39], [0.11, 0.06, 0.55], [1.16, -0.98, -0.11], [-0.24, 0.46, -0.05], [0.11, -0.01, -0.16], [0.06, -0.08, 0.04], [-0.18, 0.10, 0.00], [-0.46, -0.23, 0.44], [-0.09, 0.26, -0.07], [0.05, -0.47, 0.05], [0.16, 0.15, -0.11], [-0.19, 0.29, -0.09], [-0.10, -0.05, 0.09], [-0.05, 0.03, 0.17], [0.03, -0.06, 0.07], [0.05, -0.07, -0.06], [0.09, -0.05, -0.02], [-0.04, 0.02, -0.16], [0.11, 0.06, -0.04], [-0.07, -0.02, 0.06], [0.06, -0.13, -0.06], [0.07, 0.48, 0.42], [0.11, 0.11, -0.11], [0.10, -0.16, -0.38], [-0.32, 0.48, 0.20], [0.03, 0.19, 0.31], [-0.30, -0.01, -0.05], [0.44, 0.16, 0.26], [0.13, -0.01, -0.12], [0.16, 0.05, -0.05], [-0.11, 0.07, -0.08], [-0.15, -0.22, 0.09], [0.03, -0.12, -0.15], [-0.07, -0.13, 0.02], [-0.06, 0.03, 0.03], [0.06, -0.08, 0.13], [0.07, 0.03, -0.12], [0.04, -0.04, -0.02], [-0.05, -0.11, -0.12], [0.01, 0.02, -0.11], [-0.04, 0.14, 0.08], [0.01, 0.00, 0.10], [0.09, -0.01, -0.17], [-0.11, -0.19, 0.08], [0.06, -0.05, 0.09], [0.07, -0.07, -0.02], [0.01, -0.34, 0.22], [-0.04, -0.07, 0.12], [-0.02, -0.12, -0.17], [0.11, -0.03, -0.12], [-0.15, 0.18, 0.01], [0.11, 0.22, 0.04], [-0.47, -0.22, -0.13], [0.59, -0.52, 0.28], [-0.01, 0.33, -0.28], [0.19, 0.09, -0.51], [-0.37, -0.22, 0.25], [-0.20, 0.16, 0.25], [0.47, 0.04, 0.25], [-0.08, 0.07, 0.31], [0.00, 0.24, -0.06], [0.23, 0.03, -0.12], [-0.14, 0.03, -0.04], [-0.02, -0.12, 0.01], [-0.03, 0.01, 0.02], [-0.16, -0.11, -0.07], [0.08, 0.04, 0.01], [-0.11, 0.00, 0.02], [-0.06, 0.03, -0.07], [0.07, -0.05, 0.02], [0.02, 0.11, -0.03], [-0.07, 0.18, 0.05], [-0.01, -0.31, -0.14], [-0.36, 0.31, -0.05], [0.30, -0.09, 0.28], [-0.04, 0.19, 0.11], [0.16, 0.04, 0.01], [-0.09, -0.44, -0.08], [0.15, -0.11, 0.24], [0.01, 0.03, 0.11], [0.00, -0.24, -0.10], [0.15, 0.33, 0.38], [-0.19, 0.23, -0.29], [0.11, 0.03, 0.13], [-0.03, -0.02, 0.05], [0.00, -0.07, -0.03], [0.02, -0.04, -0.04], [-0.07, -0.02, -0.05], [-0.05, -0.07, -0.03], [0.02, -0.06, 0.15], [0.10, -0.08, 0.15], [-0.15, 0.17, -0.06], [0.01, 0.09, -0.05], [-0.01, -0.05, -0.05], [0.03, -0.03, -0.04], [0.02, 0.08, 0.00], [0.04, 0.09, -0.03], [-0.01, 0.02, -0.07], [-0.07, -0.35, -0.30], [0.69, 0.15, -0.27], [-0.10, 0.12, 0.68], [-0.21, 0.34, -0.12], [0.01, 0.10, 0.23], [-0.42, -0.70, -0.25], [-0.20, 0.46, -0.57], [0.12, 0.03, -0.08], [-0.22, 0.38, 0.09], [-0.24, -0.10, 0.06], [-0.05, -0.10, 0.00], [0.02, -0.05, -0.02], [0.05, 0.05, 0.07], [0.06, 0.05, 0.00], [-0.19, 0.26, -0.02], [0.11, -0.07, -0.07], [0.36, -0.37, 0.28]]
}